# 1
Below is a structure of composition C8H13BN2O4Zr in a non-equilibrium geometry, with properties calculated with ωB97M-V/def2-TZVPD.

## Properties
Molar mass: 303.24 g mol⁻¹
Calculated total energy: -21572.391 eV
Total charge: +4

```
29
Properties=species:S:1:pos:R:3:forces:R:3
C 2.3699 -1.4254 2.4417 -1.00 0.57 -0.30
C 1.5181 -1.7969 1.1259 0.78 -0.37 1.24
O 1.8178 -0.8318 0.0870 -1.89 0.22 0.39
C 0.8115 -0.7588 -0.8897 1.42 -1.51 -1.86
C 0.0800 -2.0466 -1.1132 0.85 2.24 0.67
N -0.3969 -3.0658 -1.3205 -0.54 -0.89 -0.14
C -0.2317 0.4977 -0.7047 -3.45 -1.96 -0.13
C -0.8287 0.4898 0.6845 1.07 0.57 -4.49
N -1.1326 0.2114 1.7345 -0.56 -0.49 2.94
O -1.1694 0.3937 -1.7746 0.41 2.19 2.41
C -2.3745 1.1770 -1.6963 1.00 1.07 -0.42
C -3.6420 0.3244 -1.2332 -1.63 -1.04 -0.07
B 0.7285 1.8600 -0.8165 3.09 4.80 -1.16
O 1.7851 1.9561 -1.6890 -1.57 -1.78 1.59
O 0.3915 2.9528 -0.0216 -0.56 -2.92 -0.40
H 3.2584 -2.0797 2.5648 -0.28 0.48 0.19
H 2.6551 -0.2919 2.3918 0.49 -0.87 -1.29
H 1.6411 -1.5260 3.3536 0.30 -1.35 -0.97
H 1.8488 -2.8044 0.7793 -0.35 0.65 0.33
H 0.4530 -1.8022 1.4467 0.58 -0.06 -0.63
H 1.3292 -0.5244 -1.8636 -0.49 0.10 0.67
H -2.2723 2.1379 -1.1409 0.33 -0.97 0.17
H -2.6564 1.4771 -2.7771 0.36 -0.98 0.57
H -3.9725 0.8234 -0.2593 0.57 -0.22 -0.93
H -4.4613 0.3844 -1.9919 0.64 0.03 0.67
H -3.3854 -0.7457 -1.0932 -0.02 0.65 -0.16
H 2.6334 1.6585 -1.3050 0.29 0.21 -0.74
H 1.0318 3.0245 0.7055 -0.05 0.88 -0.04
Zr 2.1579 0.1639 4.2291 0.22 0.72 1.86
```
Forces are in eV/Å.

Results of the Mulliken charge analysis, in e, for atoms 1 through 2:
1. C -0.7914
2. C -0.3801


# 2
Below is the molecule C4H9NO2, with properties calculated with ωB97M-V/def2-TZVPD.

## Properties
SMILES string: CCNC(=O)OC
Molar mass: 103.12 g mol⁻¹
Calculated total energy: -9879.193 eV
Total charge: 0

```
16
Properties=species:S:1:pos:R:3:forces:R:3
C -0.0787 2.1554 1.2758 0.01 0.01 0.06
C -0.4541 1.4251 -0.0086 -0.11 0.13 -0.03
N 0.2510 0.1709 -0.1936 0.03 -0.13 0.10
C -0.2514 -0.9991 0.2890 -0.25 0.16 0.05
O -1.2839 -1.1142 0.9060 0.42 0.05 -0.25
O 0.5467 -2.0715 -0.0227 -0.04 0.02 0.18
C 0.5018 -2.4286 -1.3985 0.04 -0.14 -0.32
H 0.9899 2.4003 1.2957 -0.16 -0.05 0.00
H -0.6422 3.0912 1.3576 0.08 -0.14 0.00
H -0.3120 1.5335 2.1458 0.05 0.09 -0.13
H -1.5206 1.1823 -0.0050 0.16 0.07 -0.01
H -0.2562 2.0520 -0.8853 -0.04 -0.06 0.13
H 1.2254 0.1833 -0.4582 -0.20 -0.04 0.01
H 1.0465 -3.3684 -1.4941 -0.06 0.13 0.01
H -0.5336 -2.5783 -1.7264 0.13 0.01 0.06
H 0.9726 -1.6683 -2.0353 -0.06 -0.12 0.12
```
Forces are in eV/Å.

Results of the Mulliken charge analysis, in e, for atoms 1 through 2:
1. C -1.0213
2. C -0.4358


# 3
Below is a structure of composition C24H22AuN3OS3, with properties calculated with ωB97M-V/def2-TZVPD.

## Properties
Molar mass: 661.63 g mol⁻¹
Calculated total energy: -67950.945 eV
Multiplicity: 2
Total charge: +1

```
54
Properties=species:S:1:pos:R:3:forces:R:3
Au -1.6110 -0.4235 0.3961 -0.37 0.15 -0.06
O -1.5081 -0.6219 2.4871 -0.32 0.05 0.07
N -2.0676 -1.7536 2.9594 0.17 -0.05 -0.01
C -2.3708 -1.7691 4.2766 0.05 0.07 -0.04
C -2.8772 -2.8938 4.8622 0.00 0.00 -0.01
C -3.0750 -4.0280 4.0709 -0.01 -0.03 0.00
C -2.7671 -3.9848 2.7341 0.00 -0.04 -0.02
C -2.2511 -2.8189 2.1562 -0.05 -0.06 0.06
S -1.8624 -2.7255 0.4684 0.07 -0.14 -0.07
H -2.1685 -0.8364 4.7801 -0.01 -0.02 0.03
H -3.1141 -2.8851 5.9152 0.00 0.01 0.00
H -3.4767 -4.9341 4.5034 0.01 0.01 0.00
H -2.9206 -4.8408 2.0920 0.00 0.01 0.01
N -2.1255 1.5541 0.5321 0.10 -0.06 0.23
S -1.3004 2.8222 -0.0095 -0.08 -0.11 -0.14
C -0.9764 2.2355 -1.6420 0.12 0.09 -0.01
C -1.8797 1.1619 -2.1941 -0.02 0.00 -0.05
C -1.7999 1.1298 -3.6950 -0.02 -0.03 0.03
C -0.8465 1.7748 -4.4029 -0.04 -0.01 0.01
C 0.1020 2.6044 -3.7617 0.03 0.02 0.00
C -0.0262 2.8649 -2.3910 0.03 0.02 0.00
C 0.3020 2.9179 0.7593 0.08 -0.02 -0.03
C 0.4086 3.8428 1.7893 -0.01 0.05 -0.02
C 1.5942 3.9227 2.5056 -0.03 0.03 0.01
C 2.6525 3.0900 2.1795 0.03 -0.03 -0.01
C 2.5371 2.1725 1.1390 -0.03 0.03 0.01
C 1.3564 2.0787 0.4215 -0.07 -0.02 0.01
H -2.6629 1.7720 1.3622 0.04 0.07 0.01
H -2.9197 1.3579 -1.8991 0.03 0.04 0.06
H -2.5301 0.5098 -4.1962 0.01 -0.01 0.00
H -0.8180 1.6690 -5.4794 0.00 0.00 0.01
H 0.8806 3.0945 -4.3281 -0.01 -0.01 0.00
H 0.6206 3.6060 -1.9348 -0.01 -0.02 0.01
H -0.4223 4.4975 2.0254 0.01 -0.01 0.00
H 1.6916 4.6407 3.3082 0.00 0.00 0.00
H 3.5800 3.1597 2.7327 -0.01 -0.01 -0.01
H 3.3778 1.5386 0.8881 0.01 0.00 0.01
H 1.2465 1.3736 -0.3933 0.02 0.01 0.02
S -1.1720 -1.4980 -2.5250 -0.07 0.23 0.21
C -1.5724 -0.2428 -1.6165 0.16 -0.23 -0.29
N 1.1924 -1.2494 0.4615 0.32 0.10 -0.03
C 1.9039 -1.5652 -0.7190 -0.12 -0.09 0.04
C 2.7929 -0.6692 -1.3055 0.02 -0.01 -0.02
C 3.4074 -0.9778 -2.5122 0.00 0.04 0.03
C 3.1496 -2.1802 -3.1492 0.00 -0.03 -0.03
C 2.2738 -3.0815 -2.5591 -0.01 -0.02 0.00
C 1.6548 -2.7799 -1.3572 -0.01 0.00 0.00
H 1.6754 -0.6117 1.0804 0.06 -0.03 -0.03
H 0.9136 -2.0751 0.9738 -0.05 0.01 -0.01
H 3.0328 0.2644 -0.8151 0.00 0.01 0.00
H 4.1030 -0.2717 -2.9487 -0.01 -0.01 0.01
H 3.6341 -2.4187 -4.0865 -0.01 0.00 0.02
H 2.0705 -4.0325 -3.0353 0.01 0.02 0.00
H 0.9686 -3.4868 -0.9040 0.01 0.01 -0.01
```
Forces are in eV/Å.

Results of the Mulliken charge analysis, in e, for atoms 1 through 2:
1. Au 0.7361
2. O -0.6581


# 4
Below is the molecule C16H19NO3 in a non-equilibrium geometry, with properties calculated with ωB97M-V/def2-TZVPD.

## Properties
SMILES string: COC(C)(C)[C@H]1Cc2c(n(C)c3ccccc3c2=O)O1
Molar mass: 273.33 g mol⁻¹
Calculated total energy: -24530.181 eV
Total charge: 0

```
39
Properties=species:S:1:pos:R:3:forces:R:3
C 2.6080 3.8495 -0.3480 0.66 -1.00 -0.63
O 1.7768 3.0396 -1.1829 -1.14 1.05 -0.52
C 1.8870 1.6264 -1.2240 -2.42 0.39 -1.73
C 3.2007 1.3736 -1.6623 5.42 -2.84 0.74
C 1.0208 1.0383 -2.4270 1.83 0.58 -0.30
C 1.5531 0.9748 0.1005 0.44 2.99 0.92
C 0.2281 1.6660 0.6888 2.29 -1.02 1.24
C -0.6008 0.4720 0.7100 -1.00 -2.16 0.73
C 0.0102 -0.6423 0.2294 1.11 3.03 1.46
N -0.5781 -1.8403 0.1757 1.11 -1.55 -1.44
C -0.3430 -2.5056 -1.1065 -1.80 0.13 -0.81
C -1.7446 -2.1010 0.8661 0.17 -2.34 0.89
C -2.1525 -3.4603 1.0885 -1.76 -0.51 1.19
C -3.3431 -3.7426 1.9016 1.26 3.02 -0.31
C -3.9972 -2.6064 2.5763 1.56 -1.03 -2.42
C -3.5286 -1.3151 2.2635 -1.16 -1.39 1.47
C -2.3881 -1.0876 1.5021 -0.90 1.47 0.86
C -1.8729 0.2857 1.3850 -1.57 4.10 -2.45
O -2.5511 1.3552 1.5382 0.94 -2.84 1.01
O 1.3754 -0.4023 -0.0872 -2.27 -1.78 0.18
H 2.5519 3.4026 0.6411 -0.04 0.79 0.59
H 3.7054 3.8487 -0.6196 -1.07 -0.05 -0.09
H 2.2209 4.8716 -0.4767 0.11 -0.49 0.53
H 3.3805 0.2632 -1.7666 -0.15 0.97 0.01
H 3.4956 1.8217 -2.5982 -0.18 0.33 -0.23
H 3.9534 1.6632 -0.8671 -0.56 -0.09 -0.87
H -0.0105 1.0455 -2.3345 -2.22 0.58 0.57
H 1.2766 1.5825 -3.3842 -0.12 -0.63 1.13
H 1.2449 -0.0367 -2.5189 0.36 0.52 -0.12
H 2.4426 1.1965 0.7640 -0.92 -0.81 -0.37
H -0.0306 2.5122 0.1094 -0.72 0.48 -0.97
H 0.3694 2.0855 1.7080 0.10 -0.42 -0.39
H -1.1172 -3.2728 -1.3009 0.67 0.25 0.39
H 0.6293 -2.8882 -1.1231 1.40 -0.84 -0.24
H -0.4683 -1.7807 -1.9367 0.18 -0.20 0.43
H -1.4753 -4.2847 0.7584 -0.96 0.75 0.04
H -3.8105 -4.7185 2.0449 0.75 0.07 -0.11
H -4.8588 -2.8147 3.2131 0.26 0.34 -0.24
H -4.0593 -0.4745 2.6998 0.32 0.12 -0.09
```
Forces are in eV/Å.

Results of the Mulliken charge analysis, in e, for atoms 1 through 2:
1. C -0.7172
2. O -0.4895


# 5
Below is a structure of composition CH2CdLiO in a non-equilibrium geometry, with properties calculated with ωB97M-V/def2-TZVPD.

## Properties
Molar mass: 149.38 g mol⁻¹
Calculated total energy: -7876.192 eV
Total charge: +1

```
6
Properties=species:S:1:pos:R:3:forces:R:3
H 1.0376 -2.3410 -0.9314 -0.68 0.58 -1.59
O -1.4968 -0.4168 -1.3462 -1.00 1.23 -0.54
C -2.0315 -0.4283 -0.1877 0.10 -0.97 0.65
Li -2.6443 1.0783 -1.1664 -0.20 0.39 -0.02
Cd -0.0004 -1.5102 -2.3055 1.81 -1.60 1.57
H -1.7470 -1.3503 0.3825 -0.03 0.37 -0.07
```
Forces are in eV/Å.

Results of the Mulliken charge analysis, in e, for atoms 1 through 2:
1. H -0.0514
2. O -0.4901


# 6
Below is the ion C5H9N2 with charge +1 in a non-equilibrium geometry, with properties calculated with ωB97M-V/def2-TZVPD.

## Properties
SMILES string: CCc1c[nH]c[nH+]1
Molar mass: 97.14 g mol⁻¹
Calculated total energy: -8303.729 eV
Total charge: +1

```
16
Properties=species:S:1:pos:R:3:forces:R:3
C 0.7321 1.7730 -1.1161 -1.82 -3.17 -0.15
C 1.1680 0.8871 0.0519 2.93 1.23 1.64
C 0.3179 -0.2547 0.3077 -0.28 -1.74 -2.68
C 0.3687 -1.4273 1.0133 -1.14 2.78 0.86
N -0.9541 -1.8236 1.0653 -1.16 -1.55 0.08
C -1.6781 -1.2442 0.1378 1.87 1.54 -0.65
N -0.8947 -0.3106 -0.4200 -0.14 -1.31 2.38
H 1.5881 2.2330 -1.5661 -0.26 1.11 -0.05
H 0.2667 1.0623 -1.8876 1.34 1.02 0.38
H -0.1897 2.2196 -0.7544 0.50 1.60 -0.37
H 2.2754 0.6655 -0.0228 -1.27 -0.34 -0.04
H 1.1521 1.4250 1.0662 -0.06 -0.13 -1.44
H 1.0959 -1.7268 1.7139 0.48 -0.45 0.64
H -1.4561 -2.2412 1.8337 0.56 -0.93 0.09
H -2.6624 -1.3986 -0.1705 -1.37 -0.52 0.01
H -1.1298 0.1616 -1.2521 -0.20 0.86 -0.70
```
Forces are in eV/Å.

Results of the Mulliken charge analysis, in e, for atoms 1 through 2:
1. C -1.1487
2. C -0.2962